{"formula": "C39H112N12O17", "method": "wB97M-V/def2-TZVPD", "largest_force_ev_per_a": 3.2, "orbital_gap_ev": 9.9, "elements": ["C", "O", "N", "N", "H", "H", "H", "H", "C", "O", "N", "N", "H", "H", "H", "H", "C", "O", "N", "N", "H", "H", "H", "H", "C", "O", "N", "N", "H", "H", "H", "H", "C", "O", "N", "N", "H", "H", "H", "H", "C", "O", "N", "N", "H", "H", "H", "H", "C", "C", "C", "O", "H", "H", "H", "H", "H", "H", "H", "H", "C", "C", "C", "O", "H", "H", "H", "H", "H", "H", "H", "H", "C", "C", "C", "O", "H", "H", "H", "H", "H", "H", "H", "H", "C", "C", "C", "O", "H", "H", "H", "H", "H", "H", "H", "H", "C", "C", "C", "O", "H", "H", "H", "H", "H", "H", "H", "H", "C", "C", "C", "O", "H", "H", "H", "H", "H", "H", "H", "H", "C", "C", "C", "O", "H", "H", "H", "H", "H", "H", "H", "H", "C", "C", "C", "O", "H", "H", "H", "H", "H", "H", "H", "H", "C", "C", "C", "O", "H", "H", "H", "H", "H", "H", "H", "H", "C", "C", "C", "O", "H", "H", "H", "H", "H", "H", "H", "H", "C", "C", "C", "O", "H", "H", "H", "H", "H", "H", "H", "H"], "xyz": [[2.6054, 5.3551, 2.0515], [3.7261, 4.8138, 1.9659], [2.5141, 6.5304, 2.7969], [1.4243, 4.8660, 1.6330], [3.3842, 6.9941, 2.9311], [1.8215, 7.2134, 2.5216], [0.5472, 5.3981, 1.8312], [1.3022, 4.0016, 1.1344], [-0.5188, 0.9993, -4.1923], [-1.7090, 1.1070, -4.4109], [0.3320, 2.0201, -4.7207], [0.0790, 0.1539, -3.2975], [1.2599, 1.9400, -4.4268], [0.0899, 2.5744, -5.5169], [-0.5773, -0.4810, -2.8390], [1.0571, 0.1590, -3.2271], [3.1674, 1.9222, 0.0905], [2.9242, 0.9989, -0.7137], [2.7450, 1.9297, 1.4364], [3.9978, 2.9651, -0.2828], [2.3487, 1.1532, 1.9469], [3.0911, 2.6569, 2.0757], [4.2021, 2.9339, -1.2835], [4.1234, 3.8178, 0.2727], [0.0820, 0.1201, 1.7976], [1.0772, 0.1526, 2.5470], [0.2371, -0.0284, 0.4785], [-1.2355, 0.2076, 2.1781], [-0.4910, -0.2648, -0.1562], [1.1223, -0.0788, -0.0115], [-1.4539, 0.2429, 3.1536], [-1.9513, 0.3441, 1.4435], [-2.7199, 1.7254, -0.5011], [-2.7282, 0.5743, -0.0915], [-2.7229, 2.0807, -1.8403], [-2.7596, 2.8539, 0.3796], [-2.5020, 1.3563, -2.5155], [-2.8656, 3.0646, -2.1584], [-2.9355, 2.8258, 1.3867], [-2.4844, 3.7073, -0.0981], [-0.2815, 4.1747, -1.3213], [-0.9644, 5.0036, -0.7010], [0.2917, 3.1533, -0.6884], [0.0996, 4.3166, -2.6201], [-0.0779, 2.8360, 0.1721], [0.9380, 2.4521, -1.0285], [-0.2015, 5.1800, -3.0923], [0.8839, 3.7587, -2.9281], [0.4904, -3.9866, -1.2090], [-0.1539, -2.9884, -2.2095], [-0.9744, -3.7369, -3.3177], [-0.8786, -2.0323, -1.5608], [-0.3440, -4.5850, -0.7749], [1.1191, -3.5461, -0.4215], [1.1092, -4.6470, -1.8059], [0.6805, -2.4623, -2.7777], [-1.5005, -2.9837, -3.9127], [-1.8315, -4.2925, -2.8415], [-0.3829, -4.4890, -3.8738], [-1.7337, -2.4428, -1.2604], [-4.4791, -1.8047, -1.8823], [-4.2644, -2.3880, -0.4904], [-5.5470, -3.0515, 0.1270], [-3.1850, -3.3432, -0.5712], [-4.5855, -2.6030, -2.5521], [-3.7156, -1.1055, -2.1639], [-5.4204, -1.2179, -1.7868], [-3.9072, -1.5902, 0.1646], [-5.9919, -3.6715, -0.6362], [-6.3329, -2.3862, 0.5137], [-5.3871, -3.7539, 0.9684], [-3.1499, -3.8515, 0.3022], [4.0622, 0.1443, -5.3130], [3.8798, 0.1485, -3.7933], [5.1817, 0.6276, -3.1124], [2.8687, 1.0686, -3.4585], [4.2458, 1.1683, -5.6687], [3.1163, -0.1982, -5.7484], [4.8690, -0.4750, -5.6379], [3.6117, -0.8488, -3.4557], [5.4971, 1.4956, -3.6183], [5.9099, -0.1982, -3.1514], [4.8128, 0.8208, -2.0695], [2.8161, 1.0311, -2.5000], [5.0547, 1.2702, 3.8433], [4.7247, 0.3518, 5.0444], [3.3166, -0.1996, 4.9586], [5.6943, -0.7149, 5.0784], [6.1555, 1.4944, 3.8598], [4.5697, 2.2595, 3.9661], [4.6930, 0.8858, 2.8561], [4.8274, 0.8394, 6.0148], [2.5911, 0.5374, 4.7193], [3.0752, -0.5838, 5.9428], [3.2713, -1.0631, 4.2889], [5.7319, -1.2232, 4.2377], [4.6972, -4.9476, -4.2230], [3.7009, -4.4776, -5.2724], [2.8336, -5.4788, -5.9073], [2.8796, -3.5173, -4.5571], [5.3491, -4.1377, -3.9031], [5.3753, -5.6111, -4.7116], [4.1915, -5.4188, -3.4140], [4.2232, -3.8459, -6.0325], [2.0636, -5.7805, -5.1941], [3.4810, -6.3394, -6.2924], [2.2323, -5.0867, -6.7123], [2.3294, -2.9947, -5.1198], [-0.7317, 1.0855, 7.4485], [-2.0026, 1.8686, 7.4987], [-1.6915, 3.3085, 7.0864], [-2.8601, 1.3530, 6.5351], [-0.8631, 0.1052, 7.8832], [0.1247, 1.5638, 8.0287], [-0.4051, 1.0030, 6.4445], [-2.4739, 1.9089, 8.4877], [-1.0369, 3.4006, 6.1667], [-1.0684, 3.8908, 7.8230], [-2.5851, 3.8946, 6.9524], [-3.6105, 1.9573, 6.4364], [-2.3577, 5.4699, 3.0154], [-3.4101, 4.6315, 3.6875], [-4.2315, 5.2662, 4.7943], [-4.2087, 3.9591, 2.6637], [-1.8083, 4.9447, 2.2186], [-1.5107, 5.8390, 3.6190], [-2.8379, 6.2661, 2.5101], [-2.8742, 3.8505, 4.2441], [-4.8780, 4.5401, 5.2941], [-4.7600, 6.1549, 4.4679], [-3.4867, 5.5926, 5.5256], [-5.0538, 3.7721, 3.1029], [-2.6284, -2.7738, 3.7072], [-1.8726, -3.2636, 2.4918], [-0.3998, -3.7328, 2.8343], [-2.5366, -4.3077, 1.8151], [-3.6696, -2.5529, 3.4166], [-2.1427, -1.8436, 4.0644], [-2.5230, -3.5064, 4.5002], [-1.7877, -2.3694, 1.8524], [0.1381, -4.2209, 2.0089], [-0.5206, -4.5639, 3.5380], [0.2370, -2.9462, 3.2229], [-3.2379, -4.6457, 2.3710], [-0.7538, -1.7290, -6.4531], [0.0101, -2.8500, -7.1727], [-0.5248, -3.1132, -8.5553], [1.4181, -2.5596, -7.1792], [-1.8524, -1.6684, -6.5865], [-0.3778, -0.7924, -6.8800], [-0.4521, -1.6618, -5.4092], [0.0124, -3.7157, -6.5634], [-0.3474, -2.2671, -9.2075], [-1.5909, -3.3496, -8.5463], [-0.0229, -3.9759, -8.9603], [1.6231, -1.7018, -7.6043], [3.9960, -2.6676, -1.1658], [4.5414, -2.6635, 0.2415], [3.4608, -2.7379, 1.3556], [5.5522, -3.6482, 0.4853], [3.6152, -1.7159, -1.4974], [3.1675, -3.3552, -1.2544], [4.8211, -3.0366, -1.8386], [5.0750, -1.7569, 0.3740], [3.9222, -2.9790, 2.3059], [2.7489, -3.5652, 1.1544], [2.8622, -1.8228, 1.4272], [5.0424, -4.3128, 0.9729], [-6.4341, 2.0277, 0.9252], [-6.3358, 1.4348, 2.3200], [-4.9875, 0.8664, 2.8032], [-6.7499, 2.3957, 3.3882], [-6.5058, 1.2104, 0.1837], [-5.4695, 2.6177, 0.7490], [-7.2832, 2.6770, 0.8736], [-7.0583, 0.6479, 2.4082], [-4.1424, 1.5105, 2.5839], [-4.8333, -0.0366, 2.2158], [-4.9863, 0.6818, 3.8643], [-7.4559, 2.8893, 2.9529]], "forces_ev_per_a": [[1.2533, 0.1093, 1.1396], [-1.3608, 0.0372, -0.5157], [-0.7729, 0.2012, -0.5312], [-1.4503, 1.0732, 0.3126], [0.7558, -0.0918, 0.0984], [-0.2404, -0.2753, 0.0091], [1.3723, -0.8003, -0.3991], [0.4768, -0.0286, -0.1166], [1.2984, 2.9560, -0.2008], [-0.8696, -1.1628, -0.0060], [-1.2753, -1.9110, 0.8563], [-2.6591, 0.4790, -1.0131], [1.8195, 0.0126, -0.1140], [-0.3429, -0.1879, -0.0451], [0.7499, -0.1079, 0.1645], [1.3059, -0.3186, 0.2204], [0.9522, 0.3457, 2.3473], [-0.6346, 0.4185, 0.5520], [1.0807, 1.4482, -1.6793], [-0.8755, -0.7365, -0.5516], [-0.5197, -0.7804, -0.5770], [0.1088, -0.2391, -0.9946], [0.0365, 0.3563, 0.6999], [-0.1957, -0.5788, -0.0746], [0.1355, -0.2537, 0.4145], [-1.1045, -0.1403, 0.4453], [0.6244, 0.1091, -1.7800], [0.6267, 0.0115, -0.1703], [-1.0306, -0.1726, 0.0209], [0.3699, 0.1243, 0.9128], [0.0336, 0.1563, 0.1698], [0.3269, -0.1565, 0.5078], [-0.6170, 3.0120, 0.7363], [-0.0078, -0.5608, -0.3274], [-0.0749, 0.4599, 1.0068], [0.3279, -1.6529, -2.0454], [-0.1252, 0.3616, -0.1903], [0.3301, -1.6149, 0.5263], [0.0154, -0.0954, -0.8591], [-0.1489, 0.2123, 0.8351], [0.6872, 1.7341, -0.0398], [-0.5093, -0.5553, -0.6535], [1.1589, -1.8730, 0.7753], [-0.5603, 0.8241, -0.0118], [-0.7921, 0.0342, 0.8082], [-0.2648, 0.2962, -0.7878], [0.5919, -0.9501, 0.3883], [-0.4400, 0.2861, -0.4396], [-0.9374, -0.1411, -0.5816], [2.2718, -1.5701, -1.5683], [-0.8919, -0.2851, 1.5305], [-1.9437, 1.0943, 0.6558], [0.6301, 0.3252, 0.0005], [-0.4840, 0.1526, -0.3092], [0.2309, -0.3490, 0.0387], [-0.7264, -0.4509, 0.7485], [0.4914, -0.1798, -0.4220], [0.8471, 0.3070, -0.1439], [-0.1894, 0.7445, 0.0492], [0.5562, 0.2487, 0.0604], [-1.3415, 1.0159, 2.1413], [0.1500, -0.2493, 0.9750], [0.3142, -0.2041, -0.0429], [-0.6410, -0.5885, 0.6924], [-0.2271, -0.9914, -1.2619], [0.5823, 0.1032, -0.1482], [0.4305, -0.3438, -0.4951], [-0.2227, 0.1660, 0.1112], [-0.3259, -0.2018, -0.4012], [0.4427, 0.3134, -0.4271], [0.5889, 0.4287, -0.3030], [0.3602, 0.8954, -1.2297], [-1.3992, 0.6662, 0.4633], [1.8231, 0.2277, -0.9810], [-1.8716, -2.0417, 1.2334], [-0.8070, 0.2335, -0.6074], [-0.0272, -0.1865, 0.1322], [0.2153, -0.0418, -0.2479], [0.4992, -0.5640, -0.0841], [-0.0365, -0.2362, 0.0560], [0.6668, 1.1358, -0.3665], [0.0098, 0.5572, 0.2016], [1.2029, -0.0488, -0.6843], [-0.0233, 0.3029, 0.9279], [0.3536, 0.8567, 0.4902], [0.3750, -0.4492, -1.6007], [0.6976, -1.0096, 0.7703], [0.0484, -0.3995, -0.0999], [-0.9605, -0.3977, -0.3409], [0.0554, -0.4098, -0.0018], [0.5682, -0.0454, 0.8852], [0.3284, 0.2845, -0.2382], [-0.6560, 0.6194, -0.4966], [-0.2483, -0.2142, 0.2552], [-0.1144, 0.3451, -0.2752], [-0.3707, 0.7849, 0.6968], [0.1444, 0.4986, -1.4142], [0.3567, 3.1437, 0.4661], [0.2096, -2.0875, -0.5504], [0.4816, -0.5248, 1.3029], [-0.4065, 0.2531, 0.2846], [0.4336, -0.9957, -0.1899], [-0.2683, -0.3608, 0.7650], [0.0129, -0.7993, 0.2093], [0.3716, -0.6010, 0.2711], [-1.1832, 0.8659, 0.5136], [0.2337, 0.3886, -0.5818], [-0.4734, 0.3012, -1.1615], [1.2065, 0.0764, 2.0533], [0.9175, 2.1083, -0.1206], [2.0320, 1.2665, 0.1815], [-1.2355, -0.7746, -0.7226], [-0.0188, -0.4418, -0.0656], [-1.2387, -0.3601, -0.6110], [0.2637, -0.1817, -1.0936], [0.0993, -0.3365, 0.0571], [-1.0163, -0.5298, 0.6281], [-0.6896, -0.7758, -0.2024], [-0.5005, 0.1997, -0.2044], [0.1945, -0.2781, 0.0135], [0.9890, -0.1738, -0.5218], [0.4134, -1.8707, 0.4377], [0.7319, 0.5314, -0.2153], [0.2616, 1.1217, 1.0418], [-0.5609, -0.4127, 0.1085], [-0.8220, -0.0072, 0.4564], [-0.3648, 1.2272, -0.4582], [0.0981, -0.3228, -0.2693], [-0.1141, 0.1188, -0.2498], [-0.4066, 0.0532, -0.0528], [-0.1878, 0.0897, 0.1539], [-0.0416, -0.3483, -0.3131], [0.4907, 0.3699, -0.1228], [2.2836, 1.1415, 0.0693], [-1.2586, -0.7531, -0.2482], [-0.2888, -0.4203, -0.2450], [0.2906, -0.1246, 0.4024], [-0.3954, -0.4626, -0.1485], [-0.4742, -0.1543, 0.3162], [-0.1387, -0.5771, -0.4188], [-0.4702, 0.5145, -0.2600], [0.2069, 0.2841, 0.4051], [-0.1105, 0.1946, 0.2373], [-0.1649, -0.1885, 0.2608], [0.4330, 0.7372, -0.4192], [-0.2685, 1.4015, 0.2100], [-0.0621, -0.4199, 0.1018], [0.4032, 0.5882, -0.2530], [0.6216, -0.5376, 0.2187], [-0.1036, 0.1444, -0.1404], [-0.3058, -0.2119, 0.1071], [-0.4323, -1.1710, 0.4718], [-0.0335, 0.2714, -0.1612], [0.0242, 0.1771, 0.1069], [0.2831, -0.2980, -0.3673], [-0.4816, -0.6165, 0.2503], [0.9040, -1.3210, -0.5711], [-0.4840, 0.5114, 0.9581], [-0.2329, -0.4725, -0.9997], [-1.0549, -0.7128, 0.0903], [0.1309, 0.5275, 0.0722], [-0.1619, -0.4323, -0.1610], [-0.9026, 0.5889, 0.4498], [0.4417, 1.2077, 0.1636], [0.1630, 0.3038, 0.3114], [0.3041, 0.2974, -0.0601], [0.1896, -0.0749, 0.0625], [0.7332, -0.3060, -0.2069], [2.6487, -0.0319, 0.2434], [0.2159, 0.3405, 1.9293], [-0.4286, 0.2410, -1.4510], [0.3817, -0.0385, -1.4969], [0.0065, 0.5070, 0.2556], [-1.4229, -0.5913, -0.1126], [-0.5868, 0.3644, -0.3038], [-0.4760, -0.6780, -0.0206], [-0.0812, 0.2997, -0.0550], [0.2252, -0.3632, 0.2504], [-0.2452, -0.3059, 0.3185], [-0.0991, 0.1651, 0.4345]], "lowdin_charge": [-0.624, -0.026, 0.136, 0.190, 0.088, 0.092, 0.117, 0.053, -0.632, 0.001, 0.148, 0.208, 0.019, 0.094, 0.083, 0.050, -0.581, -0.054, 0.176, 0.178, 0.033, 0.077, 0.101, 0.074, -0.633, -0.045, 0.203, 0.179, 0.056, 0.083, 0.090, 0.049, -0.587, -0.017, 0.182, 0.162, 0.060, 0.131, 0.064, 0.051, -0.696, -0.021, 0.179, 0.169, 0.076, 0.086, 0.127, 0.084, -0.038, -0.510, -0.035, -0.091, 0.090, 0.049, 0.068, 0.130, 0.062, 0.084, 0.078, 0.077, -0.033, -0.449, -0.038, -0.110, 0.065, 0.057, 0.095, 0.102, 0.068, 0.072, 0.068, 0.070, -0.038, -0.482, -0.028, -0.103, 0.087, 0.069, 0.072, 0.112, 0.061, 0.093, 0.069, 0.019, -0.061, -0.470, -0.063, -0.081, 0.091, 0.071, 0.073, 0.134, 0.053, 0.074, 0.075, 0.097, -0.045, -0.488, -0.065, -0.084, 0.073, 0.067, 0.076, 0.146, 0.084, 0.112, 0.056, 0.034, -0.061, -0.527, -0.077, -0.048, 0.075, 0.111, 0.063, 0.139, 0.100, 0.093, 0.045, 0.090, -0.047, -0.465, -0.049, -0.085, 0.058, 0.089, 0.072, 0.116, 0.084, 0.082, 0.075, 0.057, -0.048, -0.470, -0.020, -0.057, 0.087, 0.082, 0.080, 0.116, 0.063, 0.075, 0.070, 0.100, -0.048, -0.478, -0.050, -0.077, 0.099, 0.079, 0.046, 0.112, 0.082, 0.086, 0.073, 0.102, -0.034, -0.472, -0.038, -0.048, 0.054, 0.050, 0.094, 0.114, 0.068, 0.071, 0.071, 0.079, -0.035, -0.425, -0.035, -0.089, 0.088, 0.090, 0.065, 0.115, 0.045, 0.069, 0.077, 0.074]}